No. 1
{
  "formula": "CHN2O5",
  "method": "ωB97M-V/def2-TZVPD",
  "smiles": "O=C([O-])N(O)[N+](=O)[O-]",
  "total_charge": -1,
  "de_lowest_kcal_mol": 19.6,
  "energy_ha": -524.3405,
  "max_force_ev_per_a": 4.309,
  "lumo_energy_ha": 0.154,
  "e_homo_ev": -5.15,
  "orbital_gap_ev": 9.34,
  "elements": ["N", "O", "H", "O", "C", "O", "N", "O", "O"],
  "positions_angstrom": [[0.0009, -0.1465, -0.6428], [-0.2488, 2.0480, 0.0400], [1.7802, -0.4251, 0.0016], [1.0847, -1.0407, -0.4161], [0.4906, 1.1040, 0.0754], [1.6689, 1.0151, 0.4368], [-1.3201, -0.7187, 0.0632], [-2.2719, -0.0146, 0.0279], [-1.1845, -1.8214, 0.4140]],
  "nbo_charge": [-0.14, -0.69, 0.49, -0.62, 0.82, -0.76, 0.64, -0.37, -0.37]
}

No. 2
{
  "formula": "CN2O5",
  "method": "ωB97M-V/def2-TZVPD",
  "de_lowest_kcal_mol": 0.0,
  "energy_ha": -523.6358,
  "max_force_ev_per_a": 3.576,
  "lumo_energy_ha": [-0.028, -0.041],
  "e_homo_ev": [-9.64, -9.25],
  "orbital_gap_ev": [8.87, 8.13],
  "elements": ["C", "O", "O", "O", "O", "N", "N", "O"],
  "positions_angstrom": [[2.0874, -1.3011, -0.5820], [-0.9035, 1.0678, 2.1464], [-0.3483, 0.6493, -0.6952], [-2.3976, 0.6656, 0.6769], [1.8587, -1.8152, 0.3964], [-1.2122, 0.5797, -1.4458], [-1.3378, 0.9071, 1.0757], [2.2533, -0.7531, -1.5724]],
  "nbo_charge": [1.02, -0.31, -0.16, -0.32, -0.50, 0.28, 0.51, -0.52]
}

No. 3
{
  "formula": "C4H2IPS",
  "method": "ωB97M-V/def2-TZVPD",
  "de_lowest_kcal_mol": 52.1,
  "energy_ha": -1190.6176,
  "max_force_ev_per_a": 4.466,
  "lumo_energy_ha": [-0.089, -0.092],
  "e_homo_ev": [-7.88, -7.85],
  "orbital_gap_ev": [5.46, 5.35],
  "elements": ["P", "C", "C", "H", "C", "S", "H", "I", "C"],
  "positions_angstrom": [[0.1266, 0.5407, -1.9278], [1.1601, -0.5719, -0.9774], [-1.6797, 1.0971, 0.3661], [-2.2358, 1.2907, 1.3136], [-1.0508, 0.7359, -0.5667], [-1.3745, 3.3177, -2.4585], [2.8949, -0.9155, 0.3485], [0.8298, 3.3890, -1.9062], [2.1258, -0.4901, -0.2827]],
  "nbo_charge": [0.83, -0.44, -0.12, 0.25, -0.42, -0.56, 0.24, 0.33, -0.11]
}

No. 4
{
  "formula": "C5H10Cl",
  "method": "ωB97M-V/def2-TZVPD",
  "de_lowest_kcal_mol": 12.7,
  "multiplicity": 2,
  "energy_ha": -656.6064,
  "max_force_ev_per_a": 0.570,
  "lumo_energy_ha": [0.043, -0.136],
  "e_homo_ev": [-10.46, -10.54],
  "orbital_gap_ev": [11.63, 6.85],
  "s2": 0.753,
  "elements": ["H", "H", "C", "Cl", "C", "H", "C", "H", "H", "H", "H", "C", "H", "C", "H", "H"],
  "positions_angstrom": [[-1.5360, -0.9916, -1.1828], [-0.3684, 2.0416, 0.1426], [-1.1615, 0.0626, 0.7185], [-1.7402, 0.0337, 3.8272], [1.7468, -0.2897, -1.0077], [0.7675, 1.0624, 1.1595], [-0.7453, -0.8748, -0.4319], [-1.1158, -0.3884, 1.7124], [-0.0366, 0.6912, -1.7415], [2.1232, -0.7991, -0.1104], [2.4031, 0.5598, -1.2271], [-0.0137, 1.0363, 0.3945], [1.8466, -0.9645, -1.8645], [0.3266, 0.1687, -0.8506], [-0.3426, -1.8410, -0.1185], [-2.1537, 0.4931, 0.5803]],
  "lowdin_spin": [0.00, 0.00, 0.06, 0.88, 0.00, 0.00, 0.01, 0.03, 0.00, 0.00, 0.00, 0.01, 0.00, 0.01, 0.00, 0.00]
}

No. 5
{
  "formula": "C5H9Cl2F",
  "method": "ωB97M-V/def2-TZVPD",
  "smiles": "CC(C)(C)C(F)(Cl)Cl",
  "de_lowest_kcal_mol": 28.3,
  "energy_ha": -1216.1258,
  "max_force_ev_per_a": 3.159,
  "lumo_energy_ha": 0.026,
  "e_homo_ev": -10.97,
  "orbital_gap_ev": 11.67,
  "elements": ["C", "H", "C", "H", "Cl", "H", "H", "H", "H", "Cl", "C", "C", "H", "F", "H", "C", "H"],
  "positions_angstrom": [[0.0400, 0.0570, 0.0438], [0.1125, 2.2352, -0.1717], [0.0462, -0.0276, 1.6061], [0.5833, 1.2849, -1.7303], [-2.1761, -1.5573, 0.0999], [0.3118, -1.6488, -1.2964], [1.2486, -1.7583, 0.1560], [1.0266, 0.1570, 1.9196], [1.7473, 1.3397, -0.4380], [-2.3431, 1.3787, 0.1146], [0.6054, 1.3191, -0.5769], [0.8179, -1.0807, -0.5659], [1.7398, -1.1373, -1.2166], [-1.5032, -0.0930, -1.7202], [-0.2193, -1.0330, 1.8657], [-1.4422, -0.0567, -0.3697], [-0.5956, 0.6211, 2.2800]],
  "nbo_charge": [-0.15, 0.23, -0.62, 0.23, 0.02, 0.24, 0.22, 0.21, 0.22, 0.00, -0.62, -0.66, 0.24, -0.35, 0.22, 0.33, 0.23]
}

No. 6
{
  "formula": "C20H33BCl14O4S",
  "method": "ωB97M-V/def2-TZVPD",
  "smiles": "CB(O)[C@H]1C[C@@H](Cc2ccc(C)cc2)COS1(=O)=O.ClCCl.ClCCl.ClCCl.ClCCl.ClCCl.ClCCl.ClCCl",
  "energy_ha": -7948.5966,
  "max_force_ev_per_a": 0.992,
  "lumo_energy_ha": 0.006,
  "e_homo_ev": -8.98,
  "orbital_gap_ev": 9.15,
  "elements": ["Cl", "C", "C", "S", "H", "H", "Cl", "Cl", "B", "C", "Cl", "H", "C", "O", "H", "C", "C", "C", "Cl", "C", "C", "H", "H", "H", "H", "Cl", "H", "H", "H", "H", "Cl", "H", "H", "Cl", "H", "C", "H", "H", "Cl", "C", "H", "H", "C", "O", "C", "H", "Cl", "Cl", "H", "C", "H", "C", "H", "C", "H", "O", "H", "H", "O", "C", "H", "C", "H", "H", "H", "Cl", "C", "H", "C", "H", "H", "Cl", "Cl"],
  "positions_angstrom": [[-9.3470, 0.8908, -0.6738], [-5.4608, -0.1755, -0.6926], [-8.8813, 2.3016, 0.2832], [3.1406, 1.9481, -1.4495], [-3.0710, -1.5055, -0.6524], [-5.8161, -1.0436, -0.1412], [-7.6360, -3.5406, 0.1444], [7.2630, 1.2434, -4.8394], [3.4599, -0.8067, -1.1380], [-0.3358, 1.5887, 1.4823], [6.1734, -2.6700, -2.8003], [-0.9644, -0.8008, 0.2863], [-13.2522, 2.8722, 0.0508], [2.1728, 3.0881, -0.9159], [-0.0428, 0.8696, 2.2533], [-3.0110, -0.5280, -0.1852], [-1.6690, 1.1343, 0.9360], [-4.0009, 1.5349, 0.4715], [7.7768, -2.9543, -0.3767], [1.7522, 0.4751, 0.3872], [6.0875, -3.8993, 2.9936], [-9.7703, 2.7201, 0.7393], [4.1962, -0.8816, 0.9190], [4.9945, 1.1805, -4.2114], [-6.1712, 0.6447, -0.6520], [7.4474, -0.8595, 2.4229], [8.0801, -4.0014, -2.4634], [2.4147, 2.8501, 1.1261], [1.5778, 0.2734, -1.7456], [-6.2733, -3.3414, 2.0455], [5.0329, -2.6547, 3.6787], [-14.2885, 2.8448, 0.3634], [9.5170, 0.1354, 2.9053], [-7.7397, 1.8806, 1.5691], [2.4220, -2.0995, -2.1266], [-2.7872, 1.9552, 0.9859], [-8.4072, 3.0205, -0.3739], [0.2608, 1.6285, -0.5752], [-12.3429, 1.7040, 1.0147], [4.5961, -1.0146, -0.0905], [-2.7099, 2.9429, 1.4279], [6.1637, -3.7287, 1.9265], [7.7776, -3.0117, -2.1446], [3.2891, -1.6830, -2.2041], [-4.1407, 0.2890, -0.1233], [2.5471, 0.6943, 1.1070], [5.4555, -5.5292, 3.2577], [5.0251, -0.1136, -6.1753], [5.3839, -0.2747, -0.2406], [-1.8068, -0.1181, 0.3417], [-4.8615, 2.1915, 0.5248], [5.6837, 0.4634, -4.6370], [-0.4587, 2.5682, 1.9472], [0.7578, 1.6386, 0.4011], [-7.9600, -3.7446, 2.4606], [4.3936, 2.0417, -0.7595], [9.3312, -0.2304, 1.1675], [-5.2949, -0.4729, -1.7302], [3.1192, 2.0767, -2.8748], [2.3857, 0.3874, -1.0177], [1.0204, 3.7976, 0.6245], [1.5970, 2.9016, 0.4012], [-13.1525, 2.6021, -0.9933], [8.4682, -2.2598, -2.5068], [1.3155, -0.4762, 0.6966], [-7.6336, -1.4350, 2.1883], [-7.3164, -3.1365, 1.8373], [7.0579, -3.8210, 3.4682], [9.1763, -0.5904, 2.1775], [4.9981, -2.0235, -0.1667], [5.8241, -0.3946, -3.9917], [10.1103, -2.0781, 2.3949], [-12.6431, 4.5198, 0.2600]],
  "lowdin_charge": [0.50, -0.05, -1.01, 0.64, 0.11, 0.04, 0.50, 0.50, -0.50, -0.10, 0.62, 0.11, -1.01, -0.20, 0.13, -0.04, -0.23, -0.05, 0.54, -0.15, -1.06, -0.03, 0.06, 0.00, 0.04, 0.51, 0.03, 0.14, 0.13, 0.02, 0.48, 0.02, 0.02, 0.51, 0.11, -0.03, 0.03, 0.15, 0.52, -0.02, 0.11, -0.02, -0.96, 0.09, -0.27, 0.12, 0.51, 0.50, 0.07, -0.04, 0.09, -1.03, 0.11, -0.30, 0.02, -0.25, 0.02, 0.09, -0.26, -0.23, 0.13, -0.15, 0.03, 0.03, 0.12, 0.50, -1.02, 0.02, -1.01, 0.02, -0.05, 0.50, 0.50]
}